1.
DFT (ωB97M-V with the def2-TZVPD basis set) results for an isolated molecule of C4H6N2O in a non-equilibrium geometry.

The geometry in XYZ format:
```
13
Properties=species:S:1:pos:R:3:forces:R:3
O -0.062 1.915 -0.780 0.05 -0.05 0.00
N -1.337 0.556 0.642 0.04 0.18 -0.31
N 1.604 -0.573 -1.016 -0.03 -0.05 -0.08
C 0.530 -0.424 -0.070 0.31 0.65 0.20
C -1.263 -0.810 1.127 -0.02 -0.25 0.19
C -0.312 0.771 -0.153 -0.69 -0.17 -0.37
C -0.182 -1.497 0.682 -0.20 0.53 0.12
H 0.741 1.773 -1.313 -0.14 0.05 0.10
H -1.961 1.280 0.970 -0.02 -0.04 -0.14
H 1.253 -0.837 -1.932 -0.15 -0.08 0.14
H 0.896 0.313 0.754 0.78 -1.08 0.33
H 2.164 -1.364 -0.701 -0.04 0.27 -0.06
H -2.070 -1.103 1.790 0.09 0.04 -0.12
```
Positions in Å, forces in eV/Å.

Computed properties:
- net charge = 0
- HOMO (eV) = -7.50
- LUMO energy (eV) = 0.3
- F_max (eV/A) = 1.4
- multiplicity = 1
- orbital gap (eV) = 7.8

2.
DFT (ωB97M-V with the def2-TZVPD basis set) results for a cluster of 2 separate species, C4H6N2O in total in a non-equilibrium geometry.

The geometry in XYZ format:
```
13
Properties=species:S:1:pos:R:3:forces:R:3
O -0.952 -0.377 0.708 0.26 -0.79 -0.52
N 3.378 0.335 -0.883 -0.66 -0.53 -0.11
N -2.272 0.585 -0.926 0.00 -0.27 0.28
C 0.198 -0.273 -0.085 0.70 -0.39 -0.94
C 1.431 -0.183 0.743 0.15 0.08 0.02
C -2.150 0.090 0.224 0.16 -0.13 -0.35
C 2.419 -0.075 -0.368 1.55 1.33 0.88
H -2.933 -0.059 0.977 0.31 0.04 -0.15
H 1.313 -0.994 -1.036 -2.68 -0.54 0.64
H 0.013 0.329 -0.954 0.22 0.88 0.24
H -3.236 0.842 -1.123 0.11 0.05 0.12
H 1.462 0.577 1.534 0.12 0.10 -0.22
H 1.674 -1.158 1.180 -0.24 0.16 0.10
```
Positions in Å, forces in eV/Å.

Computed properties:
- net charge = 0
- HOMO (eV) = -9.09
- LUMO energy (eV) = -0.3
- F_max (eV/A) = 2.8
- multiplicity = 1
- orbital gap (eV) = 8.8

3.
DFT (ωB97M-V with the def2-TZVPD basis set) results for a cluster of 2 separate species, C4H6N2O in total in a non-equilibrium geometry.

The geometry in XYZ format:
```
13
Properties=species:S:1:pos:R:3:forces:R:3
O -1.114 -0.716 0.405 -0.24 0.16 -0.09
N 1.729 1.862 -0.798 -0.22 -0.95 0.62
N -2.645 0.145 -1.306 0.65 -0.55 0.67
C -1.904 -0.273 -0.516 -0.63 0.12 -0.71
C 1.273 -0.322 0.581 0.03 -0.05 0.04
C 0.182 -1.205 -0.017 0.21 -0.11 -0.10
C 1.515 0.909 -0.180 0.19 0.83 -0.55
H 0.227 -1.236 -1.108 -0.01 0.00 0.15
H 2.210 -0.888 0.619 -0.12 0.07 -0.03
H 1.003 -0.066 1.611 0.05 -0.04 -0.13
H -1.646 2.003 -0.085 0.14 0.17 0.16
H 0.260 -2.217 0.384 -0.01 0.14 -0.04
H -1.089 2.004 0.410 -0.05 0.20 0.01
```
Positions in Å, forces in eV/Å.

Computed properties:
- net charge = 0
- HOMO (eV) = -11.09
- LUMO energy (eV) = 0.4
- F_max (eV/A) = 1.2
- multiplicity = 1
- orbital gap (eV) = 11.5

4.
DFT (ωB97M-V with the def2-TZVPD basis set) results for an isolated molecule of C4H6N2O.

The geometry in XYZ format:
```
13
Properties=species:S:1:pos:R:3:forces:R:3
O -2.583 0.138 0.992 -0.08 -0.06 -0.10
N 0.109 -0.054 -1.298 -0.38 -0.02 0.17
N -0.319 0.581 0.957 -0.34 -0.12 -0.23
C -1.384 0.180 0.387 0.36 0.11 0.08
C 1.943 -0.311 0.359 0.07 -0.03 0.02
C -1.122 -0.223 -1.018 0.17 0.00 -0.13
C 0.705 0.493 -0.072 0.23 0.06 -0.04
H -3.248 -0.179 0.368 0.08 0.04 0.12
H 2.819 0.336 0.464 -0.17 -0.11 0.03
H 1.761 -0.803 1.317 0.00 0.07 -0.16
H -1.849 -0.607 -1.733 0.09 0.05 0.10
H 2.172 -1.071 -0.393 -0.03 0.13 0.11
H 0.997 1.520 -0.328 -0.01 -0.11 0.03
```
Positions in Å, forces in eV/Å.

Computed properties:
- net charge = 0
- HOMO (eV) = -10.20
- LUMO energy (eV) = 0.5
- F_max (eV/A) = 0.4
- multiplicity = 1
- orbital gap (eV) = 10.7

5.
DFT (ωB97M-V with the def2-TZVPD basis set) results for an isolated molecule of C4H6N2O.

The geometry in XYZ format:
```
13
Properties=species:S:1:pos:R:3:forces:R:3
O -0.532 1.048 -1.934 -0.05 -0.60 -0.10
N 0.700 1.969 0.513 0.24 -0.21 0.00
N -0.400 -0.134 -1.708 -0.39 0.42 -0.05
C -0.116 0.882 0.519 -0.04 -0.47 -0.15
C -1.141 0.129 0.754 0.08 0.30 0.09
C -0.218 -0.423 -0.278 0.17 -0.06 -0.02
C 0.420 -1.796 -0.073 0.08 0.06 -0.01
H 0.969 -2.127 -0.961 -0.02 0.15 0.14
H -0.354 -2.550 0.127 0.13 0.23 -0.05
H 1.104 -1.799 0.781 -0.06 0.09 -0.11
H 0.714 2.447 -0.377 0.21 -0.08 0.21
H 0.876 2.521 1.333 -0.39 0.03 0.09
H -2.020 -0.167 1.303 0.03 0.15 -0.03
```
Positions in Å, forces in eV/Å.

Computed properties:
- net charge = 0
- HOMO (eV) = -8.68
- LUMO energy (eV) = 0.3
- F_max (eV/A) = 0.6
- multiplicity = 1
- orbital gap (eV) = 9.0

6.
DFT (ωB97M-V with the def2-TZVPD basis set) results for a structure of composition C4H6N2O in a non-equilibrium geometry.

The geometry in XYZ format:
```
13
Properties=species:S:1:pos:R:3:forces:R:3
O 0.130 1.444 -0.076 0.05 -0.21 0.01
N 1.656 -1.831 -0.708 0.75 0.91 0.21
N 2.775 0.323 -0.086 -0.01 -0.06 0.04
C 2.190 -0.848 -0.394 -0.34 -0.91 -0.28
C -0.918 -0.771 0.125 -1.30 1.44 -0.45
C -0.342 0.364 -0.041 1.79 0.41 -0.24
C -2.253 0.281 0.229 -0.76 -0.72 0.14
H -2.956 -0.523 0.288 -1.00 -0.02 0.12
H -2.299 0.894 1.142 0.26 -0.55 -0.22
H 3.372 0.289 0.729 -0.02 -0.03 -0.09
H 2.096 1.081 -0.057 0.21 -0.05 0.03
H -0.960 -1.643 -0.524 0.01 0.36 0.52
H -2.491 0.940 -0.627 0.34 -0.57 0.19
```
Positions in Å, forces in eV/Å.

Computed properties:
- net charge = 0
- HOMO (eV) = -9.34
- LUMO energy (eV) = 0.8
- F_max (eV/A) = 2.0
- multiplicity = 1
- orbital gap (eV) = 10.1